74
Properties=species:S:1:pos:R:3:forces:R:3 method="wB97M-V/def2-TZVPD" e_homo_ev=-12.371 total_charge=+2 orbital_gap_ev=3.6 energy_ha=-2335.879946 de_lowest_kcal_mol=226.0
La 0.74095 -0.32026 -0.71921 -0.9 -7.9 8.4
P 2.75023 0.11755 0.37406 10.2 2.0 4.2
C 3.83883 -0.76087 -0.77185 -2.3 -1.0 -0.5
C 3.27230 -1.87722 -1.53962 1.6 2.4 1.6
N 1.92747 -1.87031 -1.69959 1.5 -3.0 -3.0
C 1.34128 -2.82937 -2.45874 0.3 -1.1 -0.6
C 2.08033 -3.85483 -3.05328 -0.9 0.9 0.5
C 3.46672 -3.87246 -2.86744 0.7 1.1 0.9
C 4.07551 -2.86960 -2.10462 -0.6 -1.6 -1.2
C -0.17522 -2.73609 -2.60219 0.8 0.5 0.7
P -0.79641 -0.96461 -2.32418 -8.9 -2.5 -9.8
H 5.14599 -2.86161 -1.96486 0.0 0.1 0.1
H 1.59397 -4.61691 -3.64457 -0.1 0.1 0.0
H 4.06491 -4.65149 -3.31729 0.0 0.0 0.0
H -0.49757 -3.09057 -3.58132 -0.1 0.2 0.0
H -0.62879 -3.38259 -1.85060 -0.2 0.0 0.1
H 4.84965 0.55821 -2.97839 0.1 1.7 -1.9
H 4.89512 -0.76545 -0.54697 0.2 0.3 -0.1
H 2.40136 2.44205 -3.91777 -2.6 0.8 0.1
O 4.74699 1.20654 -3.76264 1.2 -0.9 1.3
H 5.65776 1.52428 -4.03527 -1.6 -0.8 0.7
H 0.43932 1.15463 -0.90491 -1.7 10.4 -2.5
O 1.44368 2.83135 -3.84203 1.4 -2.2 0.2
H 0.81728 2.05417 -3.77027 1.4 1.3 -0.3
C -0.67806 -0.27509 -4.07345 -0.2 -0.4 0.3
H -1.23536 -0.90169 -4.76980 0.0 -0.1 0.0
H -1.08977 0.73408 -4.11083 0.0 0.0 0.2
H 0.36281 -0.24148 -4.39709 0.1 0.0 0.1
C -2.64385 -1.22833 -2.08693 0.5 -0.3 -0.4
H -3.15919 -0.26803 -2.06505 0.2 0.0 0.0
H -3.05359 -1.82677 -2.90054 0.0 -0.1 0.0
H -2.82828 -1.74401 -1.14393 0.0 0.0 0.0
C 3.04704 -0.63097 2.01719 -0.2 0.4 0.4
H 4.09503 -0.54422 2.30125 0.1 0.0 0.0
H 2.44211 -0.13372 2.77489 0.0 0.0 0.2
H 2.77744 -1.68671 2.01001 0.0 0.0 -0.1
C 3.31264 1.85817 0.43039 0.3 0.1 0.4
H 2.76409 2.40586 1.19625 0.0 0.0 0.0
H 4.37491 1.91769 0.66458 0.1 0.0 0.0
H 3.13852 2.35719 -0.52247 0.0 -0.2 -0.1
C -0.95819 -2.71077 4.60827 0.0 0.3 -0.4
C -1.30642 -3.05617 3.30000 -0.1 0.3 -0.1
C -1.43877 -2.06372 2.32539 0.3 -0.5 0.6
C -1.22534 -0.71727 2.65449 0.6 -0.1 -0.8
C -0.87741 -0.37591 3.97117 0.3 -0.4 0.4
C -0.74496 -1.37134 4.94296 -0.2 0.1 -0.4
Si -1.38117 0.57182 1.32635 -2.6 1.5 3.0
C -3.12325 0.67300 0.68643 0.6 -0.3 -0.6
C -3.43679 1.57417 -0.34337 -0.7 0.0 -0.2
C -4.74985 1.67577 -0.81442 0.3 -0.1 0.3
C -5.75546 0.87940 -0.26057 0.4 -0.1 0.1
C -5.45026 -0.01765 0.76630 0.4 0.3 0.0
C -4.13954 -0.12086 1.24104 -0.5 -0.2 -0.4
C -0.89576 2.25953 1.97680 0.4 -0.6 -0.8
C -1.77307 3.35807 1.93235 0.3 0.7 0.0
C -1.36713 4.60774 2.41297 0.1 -0.6 0.0
C -0.08682 4.77222 2.94567 -0.1 -0.4 -0.2
C 0.78672 3.68543 3.00251 -0.2 -0.4 -0.1
C 0.38198 2.43743 2.52078 0.2 0.9 0.2
H -0.85281 -3.48011 5.36211 0.0 0.0 0.0
H -1.46974 -4.09437 3.04044 0.0 0.0 0.0
H -1.70352 -2.34632 1.31297 -0.1 -0.1 -0.1
H -0.70718 0.65306 4.25450 0.0 0.0 -0.1
H -0.47441 -1.10398 5.95681 -0.1 0.0 0.0
H -2.66666 2.19738 -0.78088 0.1 0.0 -0.1
H -4.98674 2.37141 -1.60856 0.0 0.0 0.0
H -6.77144 0.95888 -0.62476 0.0 0.0 0.0
H -6.23050 -0.63107 1.19808 0.0 0.0 0.0
H -3.92846 -0.81526 2.04225 0.1 0.0 0.0
H -2.76977 3.26640 1.53192 -0.1 -0.1 -0.1
H -2.04605 5.44977 2.37191 0.0 -0.1 0.0
H 0.22680 5.73975 3.31613 0.0 0.0 0.0
H 1.77865 3.80912 3.41768 0.0 0.0 0.0
H 1.06518 1.60794 2.57335 0.2 -0.2 0.1

77
Properties=species:S:1:pos:R:3:forces:R:3 method="wB97M-V/def2-TZVPD" e_homo_ev=-9.739 smiles="CCCCCCCC1=C(CCCCCOC)C(=O)OC1=O.O=[N+]([O-])c1ccccc1.O=[N+]([O-])c1ccccc1" total_charge=0 orbital_gap_ev=8.5 energy_ha=-1838.716255
C 3.34459 -1.14990 2.41325 -0.9 -0.9 0.4
C 3.22956 -0.72198 0.83129 1.3 -0.9 0.3
C 4.58878 0.11566 0.45624 -0.3 0.3 -1.2
C 4.41566 1.74572 0.43150 0.5 0.0 0.1
C 3.50217 2.35509 1.66648 -0.3 1.2 -0.5
C 1.96627 2.75522 1.21703 -0.6 0.1 0.0
C 1.12612 3.56413 2.40962 0.1 0.6 -1.1
C -0.46577 3.41945 2.04624 -2.8 -2.0 1.2
C -1.43440 2.38788 2.51628 1.5 3.2 -1.9
C -1.21638 1.11333 3.52401 -0.6 0.6 -0.7
C -0.32506 -0.11785 2.90495 0.0 -0.8 1.2
C -1.30044 -1.42087 2.62470 0.1 -0.1 0.1
C -2.12470 -1.36117 1.20902 0.2 -0.8 -0.3
C -1.29629 -0.72376 -0.05391 -0.1 0.2 0.6
O -2.19588 -0.75278 -1.25236 1.4 2.0 1.3
C -2.22508 0.61479 -1.81518 0.2 -0.2 -0.6
C -2.87910 2.84288 1.80800 -4.0 -2.7 2.0
O -4.12212 2.37319 2.10773 8.8 3.6 -2.6
O -2.59856 3.88777 0.77744 1.5 0.0 2.6
C -1.28462 4.47131 1.09146 3.9 3.1 0.5
O -0.72633 5.64526 0.78109 -4.7 -7.6 1.3
H 4.33685 -0.82248 2.94150 -1.9 -0.5 -1.2
H 2.44833 -0.74166 3.04532 1.7 -0.7 -1.1
H 3.29793 -2.33936 2.48902 0.1 2.6 -0.1
H 3.26440 -1.73839 0.20936 -0.1 2.3 1.2
H 2.23391 -0.17947 0.53679 2.0 -0.9 0.7
H 4.89911 -0.21102 -0.63753 -0.5 0.8 2.7
H 5.46794 -0.16127 1.18270 -1.8 0.4 -1.4
H 5.49727 2.23908 0.52913 -2.3 -1.1 -0.2
H 4.01535 2.08881 -0.63700 0.6 -0.7 2.4
H 3.44604 1.66590 2.61071 0.3 1.2 -1.9
H 4.02685 3.38186 1.97050 -1.2 -2.2 -0.4
H 1.29465 1.83172 0.93745 1.6 1.6 0.5
H 1.95023 3.46859 0.26492 0.2 -1.6 2.0
H 1.38487 3.18816 3.48736 -0.8 0.4 -2.1
H 1.50550 4.69290 2.32942 -1.3 -2.4 0.3
H -2.29678 0.66892 3.75002 2.4 1.2 -0.3
H -0.68329 1.50049 4.50106 -1.3 -0.6 -2.0
H 0.36265 0.17235 2.00193 -1.5 -0.5 1.7
H 0.41453 -0.45894 3.77790 -1.6 0.8 -1.9
H -0.64125 -2.40709 2.72047 -1.4 2.1 -0.5
H -2.11552 -1.49273 3.49213 1.9 0.2 -1.8
H -2.37594 -2.48353 0.91400 0.4 2.4 0.6
H -3.15326 -0.80915 1.36267 2.1 -0.9 -0.4
H -0.98867 0.39952 0.15104 -0.7 -2.2 -0.2
H -0.27716 -1.30164 -0.24357 -2.2 1.0 0.2
H -1.14766 0.85158 -2.22359 -2.1 -0.2 0.7
H -2.98700 0.60496 -2.70450 1.5 0.0 1.8
H -2.53895 1.41023 -1.01056 0.5 -1.5 -1.5
O 5.92674 -0.62822 -2.25740 -1.1 -0.8 -1.3
N 4.99864 -1.06484 -2.95431 0.2 -0.6 0.9
O 4.23731 -1.98174 -2.61415 1.1 1.4 -0.4
C 4.79076 -0.45753 -4.27432 -0.1 0.4 -0.9
C 5.65181 0.55693 -4.71503 -0.1 -0.1 0.0
C 5.46394 1.11397 -5.98145 -0.2 -0.3 0.1
C 4.42355 0.66448 -6.79612 0.0 -0.1 0.1
C 3.56112 -0.33862 -6.35048 0.3 0.1 0.3
C 3.74078 -0.90530 -5.08704 0.0 0.0 0.0
H 6.46729 0.91814 -4.09224 -0.3 -0.2 0.0
H 6.13102 1.89717 -6.33521 -0.1 -0.2 0.1
H 4.28448 1.09794 -7.78505 0.0 -0.1 0.2
H 2.75081 -0.68151 -6.99006 0.2 0.0 0.2
H 3.06210 -1.68842 -4.75559 0.3 0.2 0.1
O -4.65078 -3.09371 2.73106 -0.8 -1.2 -1.1
N -5.19949 -3.89587 1.96089 0.9 -0.5 0.9
O -4.98830 -5.11709 1.95294 -0.3 1.8 0.0
C -6.16107 -3.36177 0.98900 -0.6 0.4 -0.7
C -6.40236 -1.98194 0.93770 0.0 -0.1 0.0
C -7.29993 -1.47717 -0.00514 0.1 -0.4 0.0
C -7.95235 -2.34343 -0.88383 0.1 -0.1 0.1
C -7.71806 -3.71823 -0.82353 0.2 0.3 0.3
C -6.82046 -4.23449 0.11320 0.0 0.0 0.0
H -5.90189 -1.29371 1.61536 0.0 -0.3 -0.1
H -7.48890 -0.40706 -0.05730 0.1 -0.2 0.1
H -8.64709 -1.94456 -1.62101 0.1 -0.1 0.2
H -8.23262 -4.38719 -1.50980 0.1 0.1 0.2
H -6.64634 -5.30798 0.14534 0.1 0.3 0.2

83
Properties=species:S:1:pos:R:3:forces:R:3 method="wB97M-V/def2-TZVPD" e_homo_ev="-13.303 / -13.298" spin_multiplicity=2 total_charge=+2 orbital_gap_ev="8.1 / 5.0" energy_ha=-3317.097435 de_lowest_kcal_mol=47.4
Re -0.81463 -0.21173 -0.81596 0.9 1.6 0.3
N -1.19432 -1.28138 0.98007 0.1 -0.8 0.0
C -2.00975 -0.49003 1.91836 0.1 0.1 0.1
C -1.17163 0.72665 2.24184 -0.1 -0.1 -0.1
N -0.70256 1.33077 0.95567 0.0 -0.1 -0.2
C -1.37528 2.62302 0.63093 -0.2 0.0 -0.2
C -2.46953 2.31879 -0.36981 0.2 0.2 0.1
N -1.77590 1.60507 -1.46301 -0.1 -0.1 -0.7
H -1.75388 -2.07105 0.64764 0.0 0.1 -0.1
H -0.38190 -1.69973 1.43716 -0.1 0.1 0.1
H -2.27241 -1.07526 2.80321 0.1 0.1 0.0
H -2.92811 -0.23026 1.39364 0.0 0.0 0.0
H -0.29558 0.42164 2.82042 0.0 0.0 0.0
H -1.70946 1.46299 2.83892 0.0 -0.1 0.0
H 0.28737 1.53176 1.06393 -0.1 0.1 0.0
H -0.64277 3.28580 0.16484 0.0 -0.1 0.0
H -1.73210 3.11760 1.53598 -0.1 -0.1 -0.1
H -2.96909 3.21667 -0.74275 0.1 0.0 0.1
H -3.22511 1.64238 0.02591 0.0 0.0 0.0
H -1.15183 2.23185 -1.97892 0.0 0.1 0.3
H -2.48406 1.29752 -2.13524 -0.1 0.0 0.1
O -0.86378 -0.42658 -3.05943 0.2 -0.4 -0.4
P -0.98862 -2.11890 -2.94028 0.1 0.0 0.7
O -0.33563 -2.89589 -3.96736 0.1 0.1 -0.1
O -0.46202 -2.10207 -1.48726 0.0 -0.6 0.0
O -2.54877 -2.30372 -2.85160 -0.3 -0.1 -0.4
P -3.64852 -1.33207 -2.12671 0.2 0.1 0.2
O -3.70224 -0.10736 -3.19140 0.3 0.1 0.1
O -4.90217 -2.02053 -1.91139 -0.1 0.0 -0.1
O -2.88626 -0.69008 -0.96401 0.0 -0.3 0.2
H -1.50460 -0.08066 -3.70124 -0.2 0.2 0.1
H -4.44259 -0.17008 -3.79973 -0.3 -0.1 -0.2
C 4.11538 0.89258 -0.18854 0.1 0.0 -0.1
N 2.77121 0.35244 0.11941 -0.1 0.3 -0.3
P 2.40983 -0.12277 1.64297 0.0 -0.3 0.2
C 3.66417 0.30872 2.81627 0.0 0.1 0.1
C 4.81136 -0.48006 2.95106 -0.1 -0.1 0.0
C 5.76042 -0.13457 3.89154 0.0 0.0 0.0
C 5.56242 0.97502 4.70498 0.0 0.0 0.0
C 4.42123 1.75220 4.58064 0.0 0.0 0.0
C 3.46693 1.42212 3.63393 0.1 0.0 -0.1
C 2.08625 -1.85389 1.77291 -0.2 -0.2 0.0
C 1.80999 -2.35283 3.05568 -0.1 0.0 -0.1
C 1.50719 -3.69053 3.21085 0.0 -0.1 0.1
C 1.46608 -4.52850 2.10113 0.0 0.0 -0.1
C 1.73426 -4.03387 0.82853 0.0 0.0 0.1
C 2.03564 -2.69507 0.65889 0.0 0.0 0.0
P 1.53246 0.39361 -1.14803 -0.9 -0.2 -0.2
C 2.43282 -0.36488 -2.52077 0.2 0.2 0.0
C 2.34660 -1.73486 -2.75358 -0.1 -0.1 0.0
C 3.11692 -2.33119 -3.73647 0.1 0.0 -0.1
C 3.99088 -1.57178 -4.49614 0.0 0.0 0.0
C 4.08382 -0.20371 -4.28118 -0.1 -0.1 0.0
C 3.31279 0.39377 -3.30204 0.0 0.1 0.0
C 1.53158 2.17663 -1.54988 0.1 0.0 0.2
C 1.87152 3.15283 -0.61649 -0.1 0.0 -0.1
C 1.72373 4.50141 -0.91406 0.0 0.0 0.0
C 1.22385 4.88759 -2.14534 0.0 0.0 0.0
C 0.87421 3.92273 -3.07977 -0.1 0.0 -0.1
C 1.02645 2.57807 -2.78879 0.0 -0.1 0.0
H 4.75391 0.07423 -0.52267 0.1 0.1 0.0
H 4.54737 1.36391 0.69285 0.0 0.0 -0.1
H 4.03142 1.63394 -0.97890 0.1 0.0 0.1
H 4.95798 -1.35236 2.32745 0.0 0.0 0.0
H 6.65298 -0.73151 3.99968 0.1 0.0 0.0
H 6.30482 1.22916 5.44608 0.1 0.0 0.1
H 4.27369 2.60841 5.21980 0.0 0.1 0.1
H 2.57559 2.02723 3.53681 -0.1 0.0 0.0
H 1.85004 -1.70484 3.92073 0.0 0.1 0.1
H 1.31030 -4.08579 4.19679 0.0 0.0 0.0
H 1.22817 -5.57452 2.23012 0.0 -0.1 0.0
H 1.71558 -4.69236 -0.02662 0.0 0.0 -0.1
H 2.26072 -2.31522 -0.32640 0.0 0.0 0.0
H 1.65342 -2.34975 -2.20216 0.0 0.0 0.0
H 3.01594 -3.38869 -3.92037 0.0 -0.1 0.0
H 4.59234 -2.04016 -5.26013 0.0 0.0 -0.1
H 4.74878 0.39716 -4.88213 0.1 0.1 0.0
H 3.38706 1.46384 -3.16859 0.0 0.0 0.0
H 2.27008 2.87580 0.34895 0.1 -0.1 0.1
H 2.00952 5.24720 -0.18809 0.0 0.1 0.1
H 1.12048 5.93239 -2.38540 0.0 0.2 0.0
H 0.49566 4.21876 -4.04721 0.0 0.0 -0.1
H 0.77736 1.83742 -3.53811 0.0 -0.1 -0.1